Computed, not measured: C47H43Ge2MnN4O7P2S3Se2 as an isolated structure at a distorted geometry, with ωB97M-V/def2-TZVPD.

Each line ends with the Mulliken spin population.
Atoms and positions in Å:
Mn  -0.53  -0.32  1.90  4.120
O  0.13  1.57  4.79  -0.004
S  0.24  0.16  5.08  -0.010
O  -0.24  -0.27  6.38  0.004
O  -0.24  -0.71  3.98  0.043
C  2.04  -0.08  5.17  0.007
C  2.54  0.11  6.45  -0.001
C  3.91  0.16  6.69  0.000
C  4.79  0.03  5.63  0.000
C  4.31  -0.18  4.35  0.001
C  2.94  -0.25  4.10  -0.002
S  2.53  -0.86  2.46  0.063
O  3.73  -0.78  1.67  -0.004
O  2.05  -2.20  2.74  0.000
O  1.47  0.03  1.92  -0.024
H  1.83  0.23  7.25  0.000
H  4.27  0.31  7.69  0.000
H  5.86  0.07  5.81  0.000
H  4.98  -0.33  3.52  0.001
Se  -2.53  0.42  -5.03  0.000
P  -0.83  1.26  -4.11  0.001
C  0.75  0.72  -4.85  0.000
C  1.86  0.37  -4.10  0.001
C  3.04  -0.01  -4.74  0.000
C  3.11  -0.02  -6.12  0.000
C  2.00  0.34  -6.88  0.000
C  0.82  0.70  -6.25  0.000
C  -0.82  3.06  -4.43  -0.001
C  -2.00  3.78  -4.27  0.000
C  -2.04  5.12  -4.59  0.000
C  -0.92  5.76  -5.09  0.000
C  0.26  5.05  -5.28  0.000
C  0.31  3.70  -4.95  0.001
C  -0.63  0.82  -2.37  0.000
C  -0.69  1.25  -1.03  -0.021
N  -0.51  0.14  -0.29  0.079
N  -0.36  -0.89  -1.08  -0.072
N  -0.44  -0.52  -2.33  -0.004
P  -0.73  2.77  -0.08  -0.002
Se  -0.88  2.43  2.01  0.020
C  0.79  3.68  -0.49  0.004
C  1.84  3.65  0.42  -0.002
C  3.05  4.25  0.09  0.001
C  3.21  4.89  -1.13  0.000
C  2.15  4.93  -2.03  0.000
C  0.95  4.33  -1.71  -0.001
C  -2.14  3.72  -0.70  -0.001
C  -2.12  5.11  -0.80  0.003
C  -3.30  5.79  -1.08  -0.001
C  -4.48  5.10  -1.26  0.001
C  -4.50  3.71  -1.15  -0.001
C  -3.34  3.02  -0.85  0.001
H  1.81  0.37  -3.02  0.000
H  3.89  -0.30  -4.14  0.000
H  4.03  -0.32  -6.61  0.000
H  2.05  0.32  -7.96  0.000
H  -0.06  0.96  -6.83  0.000
H  -2.88  3.27  -3.91  0.000
H  -2.97  5.67  -4.45  0.000
H  -0.96  6.81  -5.35  0.000
H  1.14  5.53  -5.68  0.000
H  1.23  3.15  -5.08  0.000
H  1.71  3.13  1.36  0.000
H  3.88  4.21  0.80  0.000
H  4.15  5.35  -1.38  0.000
H  2.26  5.43  -2.99  0.000
H  0.12  4.37  -2.40  0.000
H  -1.20  5.65  -0.64  -0.001
H  -3.28  6.87  -1.16  0.000
H  -5.40  5.63  -1.49  0.000
H  -5.43  3.16  -1.27  0.000
H  -3.36  1.94  -0.73  0.002
O  -4.79  -0.01  1.15  0.031
S  -3.85  -0.78  1.97  0.043
N  -2.42  -0.52  1.88  -0.004
C  -1.09  -5.71  3.71  -0.018
Ge  -0.75  -3.75  3.73  -0.047
C  0.79  -3.61  4.94  -0.001
C  -2.25  -3.02  4.77  0.001
Ge  -0.56  -2.83  1.45  -0.016
C  0.89  -3.90  0.58  -0.035
C  1.28  -3.77  -0.76  -0.025
C  2.30  -4.55  -1.29  0.006
C  2.97  -5.47  -0.50  -0.009
C  2.59  -5.62  0.83  -0.001
C  1.57  -4.84  1.35  -0.002
C  -2.17  -3.56  0.51  -0.083
C  -3.25  -4.07  1.22  -0.010
C  -4.38  -4.56  0.58  0.004
C  -4.46  -4.55  -0.80  -0.013
C  -3.40  -4.05  -1.53  0.010
C  -2.27  -3.57  -0.89  -0.022
H  -1.27  -6.04  4.73  -0.001
H  -0.24  -6.26  3.31  0.001
H  -1.96  -5.96  3.10  0.000
H  0.58  -4.25  5.81  -0.001
H  0.90  -2.57  5.28  0.001
H  1.71  -3.92  4.46  0.000
H  -2.06  -3.24  5.83  0.001
H  -3.21  -3.46  4.49  0.000
H  -2.31  -1.94  4.66  -0.001
H  0.78  -3.06  -1.40  -0.006
H  2.58  -4.42  -2.33  0.000
H  3.77  -6.07  -0.91  -0.001
H  3.11  -6.33  1.46  0.000
H  1.32  -4.96  2.40  0.003
H  -3.23  -4.08  2.30  -0.007
H  -5.21  -4.94  1.17  0.000
H  -5.35  -4.92  -1.31  -0.001
H  -3.44  -4.02  -2.62  0.000
H  -1.46  -3.18  -1.49  -0.002

The molar mass comes out at 1292.1 u. The total charge is -2. The value obtained for the HOMO energy (spin up / spin down) is -3.054 / -2.880 eV. As for the relative energy (zero: lowest compared OMol25 entry of this formula, charge and spin): 0.0 kcal/mol. The calculation puts the HOMO-LUMO gap (spin up / spin down) at 0.24341 / 0.23702 Eh. The spin multiplicity is 5.

Computed, not measured: one molecule with the formula C20H27ClN4O2, with ωB97M-V/def2-TZVPD.

Each line ends with the Löwdin charge.
Atoms and positions in Å:
C  -4.78  -2.61  -0.03  -0.080
H  -5.17  -2.02  0.80  0.062
H  -5.49  -2.56  -0.85  0.069
H  -4.68  -3.63  0.30  0.071
C  -3.43  -2.07  -0.49  -0.256
N  -2.44  -2.18  0.58  -0.199
C  -2.41  -1.05  1.47  -0.193
H  -1.87  -1.35  2.38  0.126
C  -1.75  0.22  0.91  -0.163
H  -0.70  0.01  0.66  0.106
C  -1.77  1.37  1.92  -0.169
N  -1.17  2.57  1.37  0.075
C  0.14  2.84  1.54  -0.514
O  0.86  2.21  2.28  0.058
C  0.65  4.05  0.76  -0.076
H  1.73  4.11  0.94  0.114
H  0.18  4.96  1.14  0.122
C  0.38  3.92  -0.75  -0.113
N  0.58  2.55  -1.19  -0.048
N  1.75  2.03  -0.88  0.183
C  2.02  0.79  -1.19  -0.214
C  1.07  -0.01  -1.90  0.014
C  -0.13  0.52  -2.19  0.034
C  -0.47  1.87  -1.78  -0.447
O  -1.57  2.40  -1.91  0.029
H  -0.90  -0.03  -2.70  0.122
H  1.32  -1.02  -2.16  0.114
C  3.31  0.27  -0.73  -0.170
C  3.83  0.72  0.48  -0.007
C  5.04  0.24  0.95  -0.089
C  5.74  -0.68  0.19  -0.675
C  5.25  -1.14  -1.02  -0.103
C  4.03  -0.66  -1.48  -0.029
H  3.66  -1.00  -2.43  0.112
H  5.81  -1.85  -1.60  0.105
Cl  7.26  -1.28  0.76  0.674
H  5.43  0.58  1.89  0.108
H  3.26  1.42  1.07  0.105
H  1.07  4.57  -1.30  0.132
H  -0.64  4.19  -1.01  0.116
H  -1.68  3.03  0.63  0.132
H  -2.80  1.60  2.21  0.126
H  -1.20  1.11  2.81  0.124
H  -2.26  0.54  0.00  0.100
H  -3.44  -0.82  1.76  0.117
C  -1.14  -2.66  0.16  -0.265
C  -1.16  -4.17  -0.05  -0.082
H  -1.50  -4.66  0.85  0.075
H  -0.16  -4.53  -0.29  0.068
H  -1.83  -4.45  -0.86  0.062
H  -0.79  -2.16  -0.76  0.101
H  -0.42  -2.43  0.95  0.119
H  -3.08  -2.66  -1.34  0.108
H  -3.54  -1.03  -0.83  0.110

The molar mass comes out at 390.9 u. As for the structure (SMILES): CCN(CC)CCCNC(=O)CCn1nc(-c2ccc(Cl)cc2)ccc1=O. The value obtained for the HOMO energy is -8.207 eV. As for the relative energy (zero: lowest compared OMol25 entry of this formula, charge and spin): 5.1 kcal/mol. The calculation puts the HOMO-LUMO gap at 0.29625 Eh. The spin multiplicity is 1.

Computed, not measured: an isolated ion of composition C5H10NO2 and charge -1 at a distorted geometry, with ωB97M-V/def2-TZVPD.

Each line ends with the Löwdin charge.
Atoms and positions in Å:
C  0.92  1.29  0.78  -0.428
N  0.03  1.29  -0.27  0.035
C  -0.83  1.10  1.09  -0.120
C  1.29  -0.65  -1.19  -0.109
C  -0.13  -0.15  -0.89  -0.284
C  -0.98  -1.40  -0.25  -0.495
O  -2.17  -1.44  -0.87  -0.369
O  1.70  0.34  1.35  -0.156
H  1.05  2.33  1.07  0.116
H  -0.66  0.65  2.17  0.144
H  -1.10  2.21  1.38  0.099
H  -1.79  0.54  0.77  0.118
H  1.71  0.11  -1.84  0.063
H  1.32  -1.62  -1.72  0.069
H  1.73  -0.89  -0.25  0.043
H  -0.71  0.02  -1.77  0.100
H  -0.34  -2.30  -0.51  0.080
H  -1.05  -1.42  0.93  0.094

The molar mass comes out at 116.1 u. The total charge is -1. The value obtained for the HOMO energy is -2.749 eV. As for the relative energy (zero: lowest compared OMol25 entry of this formula, charge and spin): 154.6 kcal/mol. The calculation puts the HOMO-LUMO gap at 0.23944 Eh. The spin multiplicity is 1.

Computed, not measured: one molecule with the formula C6H6N2O2S at a distorted geometry, with ωB97M-V/def2-TZVPD.

Each line ends with the Löwdin charge.
Atoms and positions in Å:
C  1.68  0.51  -0.03  -0.057
C  1.38  -0.86  -0.14  -0.058
C  0.78  1.59  -0.13  -0.044
C  0.06  -1.14  -0.35  -0.038
C  -0.56  1.27  -0.35  0.030
C  -0.90  -0.14  -0.44  -0.328
N  -2.95  -0.69  1.22  -0.012
N  -2.17  -0.64  -0.63  0.024
O  -4.68  -0.50  -0.65  -0.279
O  -3.64  1.52  0.14  -0.295
S  -3.54  0.10  -0.07  0.452
H  2.72  0.62  0.00  0.083
H  2.12  -1.66  -0.03  0.119
H  1.23  2.54  -0.27  0.094
H  -0.25  -2.16  -0.39  0.113
H  -1.48  1.83  -0.18  0.091
H  -3.48  -1.65  1.15  0.103

The molar mass comes out at 170.2 u. The value obtained for the HOMO energy (spin up / spin down) is -9.587 / -9.625 eV. As for the relative energy (zero: lowest compared OMol25 entry of this formula, charge and spin): 71.8 kcal/mol. The calculation puts the HOMO-LUMO gap (spin up / spin down) at 0.27792 / 0.27766 Eh. The spin multiplicity is 1.

Computed, not measured: C14H12N11Pt as an isolated structure, with ωB97M-V/def2-TZVPD.

Each line ends with the Mulliken spin population.
Atoms and positions in Å:
Pt  0.18  0.05  -0.12  1.546
N  -1.83  1.33  2.47  0.353
C  -2.43  0.81  1.37  -0.004
N  -3.74  0.58  1.30  0.127
N  -3.92  0.05  0.10  -0.002
N  -2.78  -0.03  -0.55  0.145
N  -1.82  0.45  0.23  0.089
C  -0.50  1.43  2.66  0.002
N  0.06  1.84  3.81  0.133
N  1.36  1.76  3.58  0.017
N  1.59  1.32  2.34  0.181
N  0.44  1.11  1.75  0.198
H  -2.43  1.63  3.23  -0.018
C  3.02  0.59  -1.19  -0.035
N  2.15  -0.39  -0.53  0.319
C  2.60  -1.53  -0.15  0.070
C  1.70  -2.42  0.50  0.273
C  1.90  -3.72  1.06  -0.058
C  0.71  -4.08  1.60  0.236
C  -0.21  -2.97  1.35  0.247
N  0.39  -2.00  0.70  0.076
C  2.38  0.99  -2.50  0.054
C  2.47  0.15  -3.60  0.002
C  1.84  0.49  -4.79  0.004
C  1.12  1.67  -4.87  0.003
C  1.03  2.51  -3.78  0.003
C  1.66  2.17  -2.59  -0.005
H  4.02  0.18  -1.32  -0.002
H  3.08  1.46  -0.53  0.013
H  3.64  -1.80  -0.30  0.014
H  2.82  -4.29  1.05  -0.002
H  0.45  -4.99  2.11  0.005
H  -1.26  -2.90  1.62  0.012
H  3.04  -0.77  -3.54  -0.001
H  1.92  -0.16  -5.65  0.000
H  0.63  1.94  -5.80  0.000
H  0.47  3.44  -3.85  0.000
H  1.60  2.84  -1.74  0.006

The molar mass comes out at 529.4 u. The total charge is +1. The value obtained for the HOMO energy (spin up / spin down) is -12.219 / -12.539 eV. The calculation puts the HOMO-LUMO gap (spin up / spin down) at 0.29794 / 0.20993 Eh. The spin multiplicity is 5.